144
Properties=species:S:1:pos:R:3:mulliken_charge:R:1 method="wB97M-V/def2-TZVPD" total_energy_ha=-3678.09279 orbital_gap_ev=9.537 smiles="O=C1CCCO1.O=C1CCCO1.O=C1CCCO1.O=C1CCCO1.O=C1CCCO1.O=C1CCCO1.O=C1CCCO1.O=C1CCCO1.O=C1CCCO1.O=C1CCCO1.O=C1CCCO1.O=C1CCCO1" e_above_lowest_kj_mol=140.87
O 8.5154 0.3794 -2.2995 -0.596
C 7.5687 -0.2293 -1.9140 0.496
O 6.6674 0.3328 -1.0680 -0.447
C 5.7907 -0.6689 -0.4781 0.078
C 5.8060 -1.8247 -1.4716 0.582
C 7.1049 -1.6363 -2.2367 -0.628
H 4.8723 -0.1138 -0.2868 -0.078
H 6.2047 -0.8918 0.5072 0.069
H 4.9683 -1.7247 -2.1671 -0.214
H 5.6613 -2.7727 -0.9596 0.068
H 6.9384 -1.7118 -3.3113 0.285
H 7.8824 -2.3618 -1.9936 0.312
O -0.4190 -0.6763 6.8392 -0.643
C -0.0976 0.1615 6.0466 0.276
O 0.2124 1.4286 6.4221 -0.429
C 0.4887 2.2428 5.2994 -0.227
C 0.7869 1.2937 4.1590 0.799
C 0.0664 -0.0038 4.5475 0.685
H 1.2809 2.9831 5.4191 0.419
H -0.3219 2.8780 4.9256 -0.082
H 1.8268 1.0240 3.9701 -0.426
H 0.3905 1.7005 3.2302 -0.218
H 0.6998 -0.8549 4.3185 0.008
H -0.8536 -0.0931 3.9798 -0.135
O -4.0320 -5.4281 0.2384 -0.603
C -3.8332 -4.2780 0.0293 0.454
O -2.5724 -3.7564 0.0886 -0.372
C -2.5909 -2.3357 -0.2348 2.141
C -4.0217 -1.9538 0.0617 -0.217
C -4.8371 -3.1724 -0.2746 -0.660
H -2.3910 -2.2524 -1.3030 -0.643
H -1.8714 -1.8366 0.4020 -0.834
H -4.3393 -0.9884 -0.3183 -0.433
H -3.9177 -1.7860 1.1447 0.483
H -5.1841 -3.1716 -1.3089 0.244
H -5.7065 -3.2634 0.3734 0.376
O 5.3907 1.1413 6.0140 -0.611
C 4.8674 0.4242 5.2255 0.490
O 5.0337 0.5903 3.8974 -0.467
C 4.2140 -0.3177 3.1476 0.996
C 3.7111 -1.3849 4.1321 0.097
C 3.9016 -0.7215 5.4892 -0.408
H 4.8700 -0.7876 2.4177 -0.544
H 3.4386 0.2658 2.6477 -0.141
H 4.2885 -2.2746 3.9029 0.520
H 2.6633 -1.5712 3.9186 -0.207
H 4.4189 -1.3409 6.2215 0.355
H 2.9693 -0.3498 5.9085 -0.033
O -2.1291 3.0461 2.8339 -0.556
C -2.9448 2.8842 3.6839 0.508
O -2.9535 1.9056 4.6181 -0.204
C -4.0091 2.0475 5.5835 -0.416
C -4.8669 3.2478 5.1292 -0.661
C -4.1407 3.8151 3.9077 -0.224
H -3.5844 2.2793 6.5560 0.297
H -4.6247 1.1566 5.5213 0.310
H -5.0229 3.9557 5.9415 0.327
H -5.8711 2.8642 4.9284 0.241
H -3.8571 4.8232 4.2019 0.352
H -4.8397 3.8581 3.0768 -0.075
O 2.2722 -2.3199 -2.8386 -0.467
C 1.2583 -2.9357 -3.0502 0.233
O 0.3940 -3.2463 -2.0627 0.314
C -0.6474 -4.1080 -2.5271 -0.101
C -0.6008 -3.9830 -4.0709 -0.709
C 0.8312 -3.5595 -4.3641 -0.635
H -1.6867 -3.9323 -2.2882 -0.114
H -0.3368 -5.1280 -2.3042 0.463
H -1.2641 -3.2211 -4.4782 -0.042
H -0.8655 -4.9173 -4.5669 0.610
H 0.9216 -2.7692 -5.1041 0.239
H 1.5212 -4.3909 -4.5140 0.382
O -3.1032 5.1292 -4.0529 -0.613
C -2.1687 5.2993 -3.3328 0.404
O -2.1275 4.7716 -2.0939 -0.347
C -0.7852 4.6733 -1.6002 0.683
C -0.0289 5.8051 -2.3306 -0.663
C -0.9044 6.1178 -3.5289 -0.342
H -0.3227 3.7270 -1.8761 -0.527
H -0.8381 4.7406 -0.5173 0.372
H 0.9659 5.4761 -2.6333 0.244
H 0.2150 6.5980 -1.6208 0.349
H -0.4313 5.8524 -4.4730 0.268
H -1.1793 7.1724 -3.5804 0.261
O -3.5558 1.3902 -0.6042 0.070
C -4.6334 1.5536 -0.1139 0.001
O -5.0008 1.0821 1.0880 -0.313
C -6.2814 1.5645 1.4681 -0.243
C -6.6831 2.6493 0.4223 -0.624
C -5.8112 2.2603 -0.7625 -0.518
H -6.2997 1.9938 2.4741 -0.023
H -6.9928 0.7354 1.5392 0.368
H -6.4210 3.6036 0.8759 0.284
H -7.7653 2.5900 0.3348 0.355
H -5.4895 3.0977 -1.3753 0.412
H -6.2699 1.5070 -1.4109 0.251
O 5.2851 -3.2324 1.6200 -0.579
C 4.3280 -3.9376 1.5786 0.543
O 3.7933 -4.4737 2.6797 -0.394
C 2.7349 -5.4043 2.4674 -0.472
C 2.5240 -5.4093 0.9577 -0.425
C 3.5368 -4.4005 0.3784 0.285
H 1.8361 -5.1187 3.0080 0.302
H 3.0765 -6.3547 2.8740 0.262
H 1.5113 -5.2362 0.5872 0.004
H 2.7078 -6.3524 0.4314 0.374
H 3.0302 -3.5610 -0.0924 -0.470
H 4.2078 -4.9507 -0.2776 0.629
O 1.1789 2.8871 -3.5177 -0.446
C 1.9770 2.1924 -4.0811 -0.045
O 2.6293 2.6245 -5.1627 -0.439
C 3.5715 1.6327 -5.6807 -0.440
C 3.5141 0.4524 -4.7212 -0.393
C 2.2794 0.7083 -3.8282 1.220
H 4.5020 2.1908 -5.6248 0.316
H 3.2508 1.3900 -6.6895 0.251
H 4.3891 0.4158 -4.0706 0.074
H 3.4172 -0.5169 -5.2027 0.302
H 2.4451 0.5450 -2.7748 -0.239
H 1.4339 0.2550 -4.3455 -0.205
O 1.6144 -1.8824 1.7801 -0.609
C 0.9721 -1.0874 1.1543 -0.291
O -0.1241 -0.4712 1.6855 -0.402
C -0.5540 0.5840 0.8149 1.641
C 0.5583 0.8914 -0.1744 -0.197
C 1.3876 -0.3900 -0.1194 3.049
H -0.8038 1.4094 1.4791 -0.023
H -1.4320 0.2760 0.2438 -1.241
H 1.1420 1.7712 0.1081 0.252
H 0.2178 1.0976 -1.1877 0.014
H 2.4641 -0.2279 -0.1070 -0.670
H 1.1883 -1.0428 -0.9734 -1.636
O -0.7640 -0.7211 -3.2116 -0.266
C -1.8759 -0.2815 -3.3016 0.286
O -2.9374 -1.1298 -3.2324 -0.420
C -4.1534 -0.4234 -3.5569 -0.046
C -3.6847 0.8298 -4.2932 -0.820
C -2.3395 1.1273 -3.6108 0.353
H -4.6179 -0.1756 -2.5962 -0.233
H -4.8121 -1.0196 -4.1830 0.434
H -4.4043 1.6412 -4.3242 0.401
H -3.4963 0.4754 -5.3146 0.323
H -2.5891 1.6894 -2.7109 -0.329
H -1.6677 1.6407 -4.2891 0.296